Entry 1:
{"formula": "C28H35CoN5P2S", "method": "wB97M-V/def2-TZVPD", "de_lowest_ev": 2.121, "homo_lumo_gap_ev": [7.65, 6.80], "multiplicity": 4, "homo_energy_ev": [-8.22, -8.23], "elements": ["Co", "C", "C", "C", "C", "C", "C", "C", "C", "C", "H", "H", "H", "H", "H", "H", "H", "H", "H", "H", "H", "H", "H", "H", "H", "P", "P", "N", "N", "N", "N", "C", "C", "C", "C", "C", "C", "C", "C", "C", "C", "C", "C", "C", "C", "C", "C", "C", "C", "H", "H", "H", "H", "H", "H", "H", "H", "H", "H", "H", "H", "H", "H", "H", "H", "H", "H", "H", "H", "S", "C", "N"], "xyz": [[0.15145, -2.30554, 0.65895], [-1.01106, 2.11565, 4.97678], [-1.75857, 1.82595, 3.90630], [-1.49550, 2.17202, 2.45058], [-0.19895, 1.55883, 1.85968], [1.09841, 2.29968, 2.07834], [1.44718, 3.09912, 3.07035], [0.49568, 3.96374, 3.87073], [-0.03830, 3.25882, 5.12820], [1.91137, -2.86459, 1.64655], [-1.25349, 1.58775, 5.91558], [-2.69125, 1.27376, 4.03825], [-1.53692, 3.25099, 2.26166], [-2.35583, 1.71533, 1.91899], [-0.15260, 0.52549, 2.27199], [-0.30844, 1.37206, 0.77458], [1.91143, 1.82463, 1.51032], [2.49390, 3.14592, 3.35983], [-0.33164, 4.22075, 3.21535], [0.99220, 4.90028, 4.18805], [0.78349, 2.86070, 5.73818], [-0.49399, 4.05735, 5.73669], [2.19573, -2.15424, 2.44643], [2.81780, -3.12096, 1.06671], [1.50238, -3.78151, 2.11300], [1.54916, -1.52173, -0.72896], [-1.95013, -0.49259, -0.55003], [2.93918, -0.30783, -0.83986], [2.31030, -2.76565, -1.79814], [-2.06163, 1.10568, -1.47819], [-3.60351, -0.95713, -1.30697], [0.44041, -0.65760, -1.88397], [-0.94366, -1.32864, -1.83727], [4.00883, -0.21028, 0.04409], [4.95661, 0.68004, -0.47539], [4.45500, 1.14046, -1.73117], [3.22261, 0.52042, -1.92962], [2.43012, -4.10018, -1.42150], [2.94556, -4.82766, -2.49696], [3.15129, -3.90739, -3.57855], [2.75239, -2.64502, -3.11623], [-2.15969, 2.37010, -0.88789], [-2.11924, 3.35193, -1.87243], [-2.01955, 2.68298, -3.12914], [-1.99590, 1.31787, -2.86233], [-4.48911, -0.31564, -2.18274], [-5.40221, -1.24719, -2.68239], [-5.09358, -2.50401, -2.07468], [-3.99582, -2.29300, -1.24278], [0.86005, -0.66550, -2.90029], [0.40616, 0.38877, -1.53710], [-1.44483, -1.29292, -2.81555], [-0.87992, -2.39693, -1.51911], [3.99677, -0.75998, 0.97078], [5.89453, 0.96029, -0.02135], [4.92173, 1.83566, -2.41574], [2.52442, 0.64941, -2.74458], [2.13297, -4.42304, -0.43711], [3.13506, -5.88657, -2.49698], [3.52878, -4.15211, -4.55921], [2.73203, -1.69272, -3.62392], [-2.27609, 2.46918, 0.17750], [-2.15734, 4.41816, -1.70611], [-1.97111, 3.13852, -4.10908], [-1.95192, 0.49565, -3.56010], [-4.42632, 0.74044, -2.38901], [-6.18535, -1.05603, -3.40326], [-5.60465, -3.43788, -2.23066], [-3.47748, -2.96617, -0.58706], [-1.75876, -2.89257, 1.49657], [-0.90557, -1.96053, 2.62945], [-0.59505, -1.40302, 3.64293]], "forces_ev_per_a": [[1.276, -0.710, 1.273], [-0.979, 0.481, -0.067], [0.256, 0.122, 0.081], [-0.541, -0.166, -0.296], [-0.658, 0.165, -0.307], [0.410, -2.011, 0.053], [-0.136, 0.893, 0.407], [0.175, -0.666, 0.223], [0.579, -0.218, 0.310], [0.563, -0.462, 0.706], [-0.040, 0.507, -0.414], [0.586, -0.485, 0.168], [-0.124, -0.274, -0.155], [0.465, 0.293, 0.117], [0.492, 0.758, 0.008], [-0.141, 0.398, 0.240], [-0.090, 0.120, 0.302], [0.077, 0.383, -0.419], [0.049, 0.344, 0.269], [-0.156, -0.460, -0.254], [0.203, 0.355, -0.107], [-0.189, -0.472, 0.060], [-0.360, -0.233, -0.433], [-0.435, 0.111, 0.288], [0.230, 0.223, -0.120], [3.781, 1.936, -4.320], [-3.108, 2.593, -3.209], [-0.780, -0.652, 0.606], [-0.816, 0.216, 0.845], [0.437, 0.131, 0.238], [0.303, -1.059, 0.694], [0.322, 0.037, -0.451], [0.202, -0.354, -0.166], [0.618, 0.748, -0.548], [-1.222, -0.899, 0.111], [-1.181, -0.917, 0.298], [0.621, 0.362, 0.191], [0.377, -0.605, -1.244], [-0.555, 1.268, 0.775], [-0.691, 1.071, 1.348], [0.138, -1.123, -0.213], [0.136, 0.196, -0.851], [-0.090, -1.057, 0.571], [0.034, -1.108, 0.651], [0.249, 0.736, 0.227], [-0.151, -0.645, -0.146], [1.143, 0.282, 0.921], [0.984, 0.689, 0.486], [-0.840, 0.365, -0.734], [-0.299, 0.074, 0.277], [-0.071, -0.221, -0.218], [0.124, -0.174, 0.469], [-0.048, 0.366, -0.492], [0.056, -0.015, -0.006], [-0.120, -0.073, 0.078], [-0.099, -0.087, 0.122], [0.145, -0.049, 0.151], [0.055, -0.020, -0.083], [0.038, -0.032, 0.011], [0.001, 0.174, 0.056], [0.109, -0.104, 0.079], [0.087, 0.021, -0.152], [-0.055, -0.112, 0.039], [-0.031, -0.120, 0.123], [-0.022, 0.117, 0.095], [0.120, -0.094, 0.065], [0.085, 0.113, 0.190], [0.008, -0.066, 0.051], [0.002, -0.198, 0.007], [-0.628, -0.473, 0.444], [-0.515, 1.365, 4.180], [-0.366, -1.598, -3.499]], "lowdin_spin": [2.294, 0.000, 0.000, 0.000, -0.001, 0.000, 0.000, 0.000, 0.000, 0.314, 0.000, 0.000, 0.000, 0.000, -0.001, 0.000, 0.000, 0.000, 0.000, 0.000, 0.000, 0.000, 0.016, 0.012, 0.031, 0.058, 0.028, 0.008, 0.002, 0.006, 0.008, 0.029, 0.026, 0.000, 0.000, 0.000, 0.002, 0.001, 0.000, 0.001, 0.001, 0.000, 0.000, 0.000, 0.001, 0.001, 0.000, 0.000, 0.001, 0.004, 0.000, 0.001, 0.012, 0.000, 0.000, 0.000, 0.000, 0.001, 0.000, 0.000, 0.000, 0.000, 0.000, 0.000, 0.000, 0.000, 0.000, 0.000, 0.001, 0.047, 0.001, 0.089]}

***

Entry 2:
{"formula": "C11H17N6O4STl", "method": "wB97M-V/def2-TZVPD", "charge": -2, "homo_lumo_gap_ev": 6.19, "homo_energy_ev": -1.16, "elements": ["Tl", "N", "C", "S", "N", "N", "C", "C", "C", "C", "C", "C", "C", "O", "H", "H", "H", "H", "H", "H", "H", "N", "C", "C", "C", "N", "H", "H", "H", "H", "H", "H", "H", "H", "H", "H", "O", "N", "O", "O"], "xyz": [[0.97397, -0.22838, -0.46988], [2.85856, 1.54365, 3.34847], [1.83636, 1.34297, 2.41716], [1.06882, -0.21785, 2.45266], [1.56451, 2.37097, 1.66988], [0.60425, 2.11522, 0.70505], [-0.02232, 3.14306, 0.28162], [-1.04853, 3.18142, -0.76060], [-1.38225, 4.44844, -1.23933], [-2.36358, 4.67215, -2.19077], [-3.06355, 3.56075, -2.66995], [-2.78075, 2.29614, -2.21263], [-1.76506, 2.02248, -1.23664], [-1.54918, 0.83944, -0.84081], [3.30682, 0.66752, 3.57516], [3.51460, 2.23604, 3.01025], [0.23421, 4.11062, 0.73319], [-0.83419, 5.29590, -0.83445], [-2.58500, 5.67302, -2.54220], [-3.84479, 3.69564, -3.41443], [-3.33063, 1.43633, -2.57909], [-1.95097, -1.89281, 0.52580], [-1.71239, -2.90190, -0.49700], [-1.13301, -4.18522, 0.10018], [0.39245, -4.24446, 0.06393], [0.97980, -3.07532, 0.68291], [-1.09641, -1.74411, 1.05538], [-2.13810, -0.99235, 0.08790], [-1.03684, -2.55285, -1.29353], [-2.67261, -3.12759, -0.97496], [-1.52109, -5.06040, -0.43404], [-1.48552, -4.26719, 1.13398], [0.71579, -4.25203, -0.98222], [0.72501, -5.20287, 0.50095], [1.97411, -2.95941, 0.50142], [0.84020, -3.03751, 1.68524], [3.85201, -2.19763, -0.26234], [4.43061, -1.17516, 0.16892], [5.51513, -1.28401, 0.75844], [3.92960, -0.05273, -0.02363]], "forces_ev_per_a": [[-0.002, 0.044, -0.053], [0.039, -0.019, -0.006], [-0.074, 0.061, -0.052], [0.045, 0.026, -0.022], [0.002, -0.157, 0.072], [-0.162, 0.129, -0.088], [0.105, -0.039, 0.038], [0.008, 0.031, 0.153], [-0.004, 0.068, -0.016], [0.006, 0.035, 0.012], [-0.026, 0.001, -0.053], [-0.044, -0.013, -0.013], [0.019, -0.008, -0.039], [0.052, -0.117, 0.036], [-0.009, 0.039, -0.026], [-0.009, -0.008, 0.018], [0.004, -0.031, -0.041], [0.005, 0.007, 0.000], [0.005, -0.009, 0.004], [0.007, -0.004, 0.010], [-0.007, -0.011, -0.009], [-0.014, 0.067, 0.092], [-0.015, -0.037, -0.071], [-0.006, -0.071, -0.025], [0.039, -0.043, -0.040], [0.048, 0.053, 0.129], [-0.003, 0.010, 0.003], [-0.028, 0.056, -0.011], [0.003, -0.020, -0.012], [0.029, 0.028, 0.000], [0.022, 0.000, 0.006], [-0.008, 0.001, 0.017], [-0.002, -0.004, 0.021], [-0.002, 0.029, -0.014], [0.002, 0.002, -0.084], [-0.009, -0.029, 0.003], [-0.283, -0.302, -0.020], [0.094, 0.028, -0.190], [0.301, -0.020, 0.233], [-0.131, 0.225, 0.036]], "mulliken_charge": [0.605, -0.587, 0.466, -0.586, -1.078, 0.647, -0.747, 0.890, -0.504, -0.665, -0.271, -0.652, -0.023, -0.594, 0.254, 0.270, 0.228, 0.262, 0.350, 0.319, 0.333, -0.809, -0.152, -0.812, -0.788, -0.228, 0.204, 0.381, 0.148, 0.414, 0.332, 0.358, 0.350, 0.340, 0.141, 0.175, -0.680, 0.964, -0.690, -0.565]}